(1)
19
Properties=species:S:1:pos:R:3:forces:R:3 method="wB97M-V/def2-TZVPD" smiles="C[C@@H](NC=O)C(N)=O.O" gap_ev=10.6 e_tot_ha=-493.6600 de_lowest_kcal_mol=15.75 homo_ev=-9.98
C -1.06108 1.53245 0.37248 -1.71 -0.17 -1.37
C 0.39355 1.27622 0.53246 1.82 -0.29 2.71
N 0.78754 0.14279 1.46648 -2.36 -0.63 -1.33
C 0.11217 -1.02675 1.35006 1.11 0.51 1.22
O -0.75350 -1.25284 0.53145 -0.19 0.22 -0.07
C 1.26308 0.97092 -0.67103 0.85 -0.98 -1.77
N 0.69594 0.40795 -1.80098 -0.73 0.65 1.09
O 2.47536 1.04527 -0.62938 -0.04 0.77 0.62
H -1.29921 2.58892 0.21027 0.40 -0.03 0.30
H -1.75047 1.13815 1.11828 0.53 0.09 0.42
H -1.42812 1.05587 -0.53952 0.00 -0.01 0.04
H 0.81734 2.05895 1.17973 0.16 0.49 -1.19
H 1.51121 0.25167 2.14936 0.16 0.11 0.01
H 0.41725 -1.74362 2.12619 -0.05 -0.26 -0.12
H -0.20608 -0.02688 -1.69722 -0.01 -0.06 -0.13
H 1.34469 -0.04795 -2.41676 0.15 -0.03 -0.01
O -0.93288 -3.16216 -1.25394 -0.67 1.16 0.37
H -0.85072 -2.70936 -0.37695 0.19 -0.71 -0.66
H -1.53610 -2.49960 -1.65098 0.39 -0.83 -0.13


(2)
64
Properties=species:S:1:pos:R:3:forces:R:3 method="wB97M-V/def2-TZVPD" gap_ev=2.7 e_tot_ha=-1838.9657 homo_ev=-5.58
F 1.27312 5.48465 2.30860 -1.00 -0.25 -0.60
C 0.07132 5.19210 1.70402 -0.03 0.00 0.40
C -0.37983 6.03363 0.68362 -0.20 -0.26 0.02
C -1.60628 5.70516 0.09979 -0.03 0.34 0.07
F -2.08490 6.51974 -0.90455 0.39 -0.72 0.78
C -2.38591 4.64642 0.53150 0.24 -0.09 0.22
C -1.93917 3.83727 1.61523 0.46 0.83 -0.33
C -2.76385 2.77452 2.08485 -0.10 -0.15 0.01
C -2.31321 1.75653 2.92574 -0.75 -0.53 0.08
C -3.02092 0.57374 3.10295 0.26 0.87 -0.39
C -2.54882 -0.56131 3.82909 0.47 -1.04 0.79
C -3.36631 -1.72346 3.94097 0.21 0.38 0.07
C -2.93041 -2.80286 4.68898 -0.03 -0.31 0.12
F -3.74665 -3.90813 4.80368 0.72 0.98 -0.10
C -1.69563 -2.82685 5.34716 -0.16 0.27 -0.24
C -0.89145 -1.69431 5.19947 0.25 0.22 0.04
F 0.33875 -1.67998 5.82384 -1.13 -0.07 -0.55
C -1.27031 -0.58014 4.46185 -0.40 -0.23 0.09
C -0.66465 4.11608 2.18117 -0.03 0.22 -0.30
H 0.16874 6.92249 0.39381 -0.03 -0.20 -0.03
H -3.32875 4.40281 0.04098 0.26 0.18 0.09
H -3.75734 2.67527 1.63449 0.36 -0.08 0.02
H -1.36305 1.88677 3.44587 -0.23 -0.10 -0.27
H -3.96875 0.46868 2.56592 0.22 0.01 0.23
H -4.34188 -1.73304 3.45590 0.23 -0.13 0.17
H -1.37745 -3.67613 5.93959 -0.05 0.09 -0.10
H -0.60899 0.28209 4.38456 -0.08 -0.41 0.13
H -0.27849 3.48648 2.98189 0.04 0.42 -0.21
C -6.37217 7.25570 0.43150 -0.03 0.12 0.06
C -5.04839 6.99408 1.10840 0.16 0.04 -0.20
O -5.28343 6.70008 2.50136 0.53 -0.12 0.20
C -4.15917 6.53997 3.25949 1.00 0.55 -0.95
C -4.54041 5.87075 4.50727 -0.48 0.01 0.31
N -3.67309 5.22769 5.21021 -0.05 -0.17 -0.08
C -3.93479 4.26685 6.09988 -0.20 0.23 0.12
C -2.98806 4.12136 7.19468 0.28 -0.25 0.11
C -2.89773 2.92660 7.93863 -0.03 0.30 0.13
C -1.97148 2.80631 8.97016 -0.02 0.17 -0.07
C -1.11649 3.87221 9.27784 -0.13 0.13 -0.34
C -1.18497 5.06184 8.53157 -0.26 -0.31 -0.15
C -2.10867 5.18130 7.48972 0.21 0.02 0.45
C -5.11414 3.39725 5.92265 -0.45 0.61 0.12
C -5.87289 2.89557 7.00766 0.16 -0.08 -0.35
C -7.03881 2.17155 6.75927 0.20 0.10 -0.12
C -7.48696 1.96533 5.44754 0.32 -0.10 0.02
C -6.74757 2.47358 4.37580 0.03 0.04 0.30
C -5.59412 3.20674 4.61820 -0.21 -0.16 -0.14
O -3.03605 6.86310 2.91741 -1.22 -0.46 0.25
H -6.18161 7.30404 -0.64440 -0.15 0.06 0.08
H -7.07808 6.44067 0.62515 0.10 0.16 -0.04
H -6.81239 8.20556 0.75618 0.03 -0.23 -0.05
H -4.57403 6.11708 0.64580 0.01 0.35 0.27
H -4.36715 7.85148 1.02836 -0.13 -0.28 0.00
H -5.60792 5.98645 4.76786 0.40 -0.41 0.05
H -3.58722 2.11704 7.70888 0.37 0.03 0.04
H -1.92121 1.87393 9.53236 0.04 0.26 -0.11
H -0.38955 3.77523 10.08539 -0.22 0.03 -0.22
H -0.51522 5.89328 8.75878 -0.21 -0.27 -0.05
H -2.18348 6.10795 6.91607 0.11 -0.35 0.17
H -5.55599 3.12125 8.02922 -0.16 -0.20 -0.36
H -7.59482 1.75762 7.59785 0.01 0.18 -0.17
H -8.39857 1.39832 5.25987 0.23 0.14 0.09
H -7.05738 2.31619 3.34575 -0.10 0.01 0.21
H -5.07318 3.66455 3.77824 -0.02 -0.38 0.22


(3)
66
Properties=species:S:1:pos:R:3:forces:R:3 method="wB97M-V/def2-TZVPD" spin_multiplicity=3 total_charge=-2 gap_ev="4.8 / 6.0" e_tot_ha=-4897.7760 de_lowest_kcal_mol=10.23 homo_ev="-0.54 / -1.67"
Ti -0.87864 -0.11700 0.26711 -0.62 -0.42 0.36
C 0.17502 -4.98564 -3.43921 0.01 -0.08 -0.04
C 0.52662 -4.35868 -2.09606 -0.03 -0.01 -0.02
N -0.28237 -3.19879 -1.79612 0.15 0.20 0.06
C 0.07366 -1.93158 -2.14573 -0.25 -0.32 -0.07
S 1.31774 -1.62613 -3.24608 0.20 0.05 -0.07
N -0.72285 -0.98466 -1.61145 0.07 0.63 0.35
N -0.21310 0.31931 -1.61437 0.01 -0.19 0.40
C -0.71351 1.22934 -2.46122 0.01 0.13 -0.12
C -1.75364 0.86366 -3.47529 -0.05 0.06 0.00
C -0.20303 2.55261 -2.37708 -0.02 -0.02 0.05
C -0.80399 3.62044 -3.09899 -0.02 -0.02 -0.03
C -0.32897 4.89928 -2.95706 0.01 0.01 0.01
C 0.75425 5.13989 -2.10603 0.01 0.00 0.01
C 1.30112 4.03848 -1.45599 0.04 0.02 0.00
N 0.87833 2.79501 -1.57308 -0.01 -0.01 -0.07
H 0.77051 -5.88742 -3.61293 0.01 0.01 0.01
H -0.88140 -5.25964 -3.47099 -0.01 0.00 0.02
H 0.37542 -4.27673 -4.24219 0.00 0.02 0.03
H 0.36289 -5.07987 -1.29131 -0.02 0.00 0.01
H 1.58220 -4.07735 -2.08612 0.00 -0.01 -0.01
H -0.87490 -3.24512 -0.97068 -0.01 -0.03 -0.01
H -1.94413 -0.20536 -3.43644 0.02 -0.02 0.01
H -2.69772 1.38323 -3.27465 0.00 -0.01 0.02
H -1.43483 1.12886 -4.48727 0.01 0.00 0.01
H -1.65553 3.42459 -3.73731 0.02 0.00 0.01
H -0.80327 5.71388 -3.49369 0.01 0.01 0.01
H 1.15610 6.13059 -1.94114 -0.02 0.01 -0.02
H 2.15389 4.18387 -0.79311 -0.02 0.00 0.00
O -1.44658 -4.99442 5.59917 0.05 -0.03 0.01
C -1.42278 -4.14337 4.73608 -0.12 0.07 -0.07
S -0.82770 -2.50093 4.96942 0.01 -0.06 0.03
C -1.14511 -1.90196 3.34770 -0.06 -0.02 -0.12
C -1.69522 -2.77739 2.48542 0.07 0.20 0.05
S -2.02697 -2.39258 0.81962 0.16 0.07 -0.19
S -2.01321 -4.39544 3.08746 0.02 -0.05 0.06
S -0.70247 -0.28076 2.93128 0.00 0.08 -0.31
Cl -3.32654 6.27164 2.95747 -0.04 0.06 0.03
C -2.44908 4.86839 2.35606 -0.02 0.00 -0.01
C -1.09185 4.75712 2.63359 0.01 -0.01 -0.01
C -0.40234 3.65250 2.14767 -0.10 0.00 -0.08
C -1.03711 2.66068 1.39325 -0.11 0.13 -0.01
O -0.34397 1.67383 0.89618 0.30 -0.40 -0.23
C -2.44915 2.77273 1.14632 -0.06 0.15 0.07
C -3.14708 1.77785 0.43717 0.11 0.18 -0.01
O -2.60650 0.66112 0.03786 0.49 -0.56 -0.02
C -3.12626 3.91629 1.63502 0.07 -0.08 -0.02
H -0.59046 5.52119 3.21212 0.00 0.00 0.00
H 0.65762 3.53696 2.33558 0.01 -0.02 -0.01
H -4.20181 1.90918 0.19561 0.01 0.05 0.07
H -4.18764 4.02552 1.44824 0.00 0.01 0.00
N 3.42514 -0.04298 0.55431 -0.05 -0.07 -0.04
C 2.16375 0.20690 0.11482 0.01 0.14 -0.13
N 1.32834 -0.73182 0.46260 -0.30 0.19 0.06
C 2.06472 -1.67305 1.16307 0.11 -0.05 -0.02
C 1.67809 -2.87878 1.73997 -0.02 0.07 -0.01
C 2.65400 -3.62608 2.37168 -0.02 -0.03 0.01
C 3.98695 -3.19661 2.42885 0.04 -0.02 0.02
C 4.38656 -2.00386 1.85267 -0.03 0.03 -0.03
C 3.40071 -1.25495 1.22136 -0.01 -0.05 0.04
H 4.21872 0.54658 0.38904 0.00 -0.02 -0.03
H 1.87979 1.09041 -0.45131 -0.02 0.00 0.01
H 0.64495 -3.19717 1.69665 0.00 0.00 -0.01
H 2.37884 -4.56220 2.84138 0.01 0.00 0.00
H 4.71895 -3.81195 2.93834 0.00 0.01 -0.01
H 5.41682 -1.67168 1.89276 0.00 -0.01 0.01